[1]
{
  "formula": "C10H14N2",
  "method": "ωB97M-V with the def2-TZVPD basis set",
  "de_lowest_ev": 1.451,
  "e_lumo_ha": 0.0313,
  "total_charge": 0,
  "energy_ha": -498.89912,
  "homo_lumo_gap_ha": 0.2786,
  "smiles": "CN1c2ccccc2NC1(C)C",
  "elements": ["C", "N", "C", "C", "C", "C", "C", "C", "N", "C", "C", "C", "H", "H", "H", "H", "H", "H", "H", "H", "H", "H", "H", "H", "H", "H"],
  "xyz": [[-2.03, 1.04, 0.63], [-0.67, 0.49, 0.32], [0.25, -0.37, 0.97], [0.14, -1.02, 2.15], [1.12, -1.94, 2.41], [2.26, -2.07, 1.60], [2.44, -1.26, 0.50], [1.39, -0.48, 0.08], [1.21, 0.32, -1.02], [-0.16, 0.78, -1.05], [-0.99, -0.21, -2.01], [-0.45, 2.27, -1.43], [-2.62, 1.23, -0.25], [-2.46, 0.35, 1.44], [-1.99, 2.04, 1.16], [-0.78, -0.94, 2.85], [1.01, -2.48, 3.38], [2.99, -2.87, 1.92], [3.11, -1.39, -0.27], [1.62, 0.09, -1.91], [-0.32, -0.69, -2.78], [-1.85, 0.21, -2.64], [-1.37, -1.02, -1.33], [-0.06, 3.03, -0.78], [-1.63, 2.32, -1.47], [-0.17, 2.60, -2.47]]
}

=====

[2]
{
  "formula": "C10H14N2NiP",
  "method": "ωB97M-V with the def2-TZVPD basis set",
  "multiplicity": 3,
  "de_lowest_ev": 5.850,
  "e_lumo_ha": [0.1300, 0.1245],
  "total_charge": -1,
  "energy_ha": -2348.27978,
  "homo_lumo_gap_ha": [0.1391, 0.1842],
  "elements": ["C", "C", "C", "C", "C", "Ni", "P", "H", "H", "H", "H", "H", "H", "H", "H", "N", "C", "C", "C", "C", "C", "N", "H", "H", "H", "H", "H", "H"],
  "xyz": [[-0.41, -0.94, -1.65], [-0.93, -0.20, -2.76], [-1.72, 0.93, -2.56], [-2.46, 0.91, -1.32], [-2.19, -0.31, -0.65], [-0.64, 0.81, -0.97], [1.45, -1.01, -1.77], [-0.83, -1.92, -1.41], [-0.50, -0.36, -3.74], [-1.90, 1.70, -3.31], [-2.82, -0.60, 0.19], [-3.20, 1.66, -1.05], [2.04, 0.22, -1.35], [1.88, -1.08, -3.12], [2.09, -2.03, -1.01], [-0.69, -1.46, 1.47], [0.04, -0.37, 1.77], [0.64, -0.27, 3.04], [1.66, 0.65, 3.24], [1.99, 1.48, 2.17], [1.27, 1.46, 0.98], [0.24, 0.57, 0.78], [-1.07, -1.62, 0.52], [-0.81, -2.19, 2.17], [0.34, -1.00, 3.80], [2.17, 0.70, 4.20], [2.85, 2.13, 2.24], [1.49, 2.13, 0.15]]
}

=====

[3]
{
  "formula": "C10H14N2NiP",
  "method": "ωB97M-V with the def2-TZVPD basis set",
  "multiplicity": 3,
  "de_lowest_ev": 5.393,
  "e_lumo_ha": [0.1227, 0.1222],
  "total_charge": -1,
  "energy_ha": -2348.29655,
  "homo_lumo_gap_ha": [0.1583, 0.1967],
  "elements": ["C", "C", "C", "C", "C", "Ni", "P", "H", "H", "H", "H", "H", "H", "H", "H", "N", "C", "C", "C", "C", "C", "N", "H", "H", "H", "H", "H", "H"],
  "xyz": [[0.79, 1.55, -2.49], [0.21, 0.74, -3.49], [-0.23, -0.62, -3.50], [-0.35, -1.55, -2.44], [-0.12, -1.35, -1.10], [-0.04, 0.24, -1.68], [0.11, 2.20, -0.50], [1.43, 2.38, -2.80], [0.12, 1.15, -4.50], [-0.56, -1.03, -4.46], [-0.11, -2.16, -0.39], [-0.66, -2.56, -2.72], [-0.90, 2.84, 0.32], [0.40, 3.45, -1.07], [1.17, 2.29, 0.43], [1.69, -1.31, 1.09], [0.58, -0.82, 1.73], [0.38, -1.21, 3.07], [-0.68, -0.66, 3.76], [-1.53, 0.25, 3.10], [-1.28, 0.53, 1.76], [-0.23, 0.04, 1.09], [1.64, -1.47, 0.09], [2.18, -2.05, 1.59], [1.10, -1.93, 3.47], [-0.84, -0.93, 4.81], [-2.35, 0.76, 3.61], [-1.93, 1.23, 1.23]]
}

=====

[4]
{
  "formula": "C10H14N2OS2",
  "method": "ωB97M-V with the def2-TZVPD basis set",
  "de_lowest_ev": 2.717,
  "e_lumo_ha": [-0.0416, -0.0417],
  "total_charge": 0,
  "energy_ha": -1370.34084,
  "homo_lumo_gap_ha": [0.2693, 0.2692],
  "elements": ["C", "C", "C", "C", "C", "C", "C", "C", "C", "C", "N", "N", "O", "S", "S", "H", "H", "H", "H", "H", "H", "H", "H", "H", "H", "H", "H", "H", "H"],
  "xyz": [[2.18, 2.09, 2.17], [3.01, 1.39, 1.35], [0.83, 2.04, 2.15], [2.64, 0.55, 0.12], [1.53, 1.12, -0.68], [0.18, 1.07, -0.08], [-2.15, 0.23, -0.01], [-0.51, -0.93, 1.39], [-0.29, -1.15, -1.09], [-0.65, -0.24, 0.06], [4.31, 1.64, 1.50], [4.57, 2.48, 2.37], [-1.64, 2.54, 2.72], [3.28, 3.14, 3.16], [-0.27, 2.57, 3.24], [3.63, 0.58, -0.45], [2.24, -0.45, 0.46], [1.67, 2.20, -0.72], [1.55, 0.66, -1.84], [-0.42, 1.92, -0.24], [-2.69, -0.67, 0.48], [-2.43, 0.40, -1.05], [-2.14, 1.08, 0.73], [0.58, -1.33, 1.75], [-0.87, -0.34, 2.34], [-1.06, -1.90, 1.33], [-1.09, -2.00, -1.07], [0.57, -1.84, -0.85], [-0.05, -0.66, -2.02]]
}

=====

[5]
{
  "formula": "C10H14N2PTi",
  "method": "ωB97M-V with the def2-TZVPD basis set",
  "multiplicity": 3,
  "de_lowest_ev": 0.000,
  "e_lumo_ha": [0.1133, 0.1063],
  "total_charge": -1,
  "energy_ha": -1689.59474,
  "homo_lumo_gap_ha": [0.1161, 0.2122],
  "elements": ["C", "C", "C", "C", "C", "Ti", "P", "H", "H", "H", "H", "H", "H", "H", "H", "N", "C", "C", "C", "N", "C", "C", "H", "H", "H", "H", "H", "H"],
  "xyz": [[1.38, 0.34, -2.33], [0.66, 0.42, -3.53], [-0.42, -0.47, -3.76], [-0.54, -1.62, -2.93], [0.18, -1.69, -1.74], [-0.40, 0.16, -1.58], [0.04, 2.62, -0.78], [2.29, 0.90, -2.12], [0.82, 1.22, -4.27], [-1.13, -0.31, -4.57], [0.21, -2.56, -1.11], [-1.25, -2.40, -3.23], [-0.87, 3.43, -0.04], [0.35, 3.54, -1.83], [1.20, 2.82, 0.03], [-0.20, -1.03, 4.58], [-0.18, -0.66, 3.28], [0.78, -1.18, 2.39], [0.71, -0.84, 1.06], [-0.31, -0.09, 0.56], [-1.16, 0.52, 1.43], [-1.12, 0.26, 2.78], [0.45, -1.72, 4.93], [-0.89, -0.66, 5.22], [1.56, -1.85, 2.76], [1.45, -1.20, 0.33], [-1.83, 1.27, 1.00], [-1.81, 0.77, 3.46]]
}

=====

[6]
{
  "formula": "C10H14N4O5",
  "method": "ωB97M-V with the def2-TZVPD basis set",
  "de_lowest_ev": 2.985,
  "e_lumo_ha": 0.0159,
  "total_charge": 0,
  "energy_ha": -984.67477,
  "homo_lumo_gap_ha": 0.3593,
  "smiles": "N[C@@H](Cc1c[nH]cn1)C(=O)N[C@@H](CC(=O)O)C(=O)O",
  "elements": ["N", "C", "C", "C", "C", "N", "C", "N", "C", "O", "N", "C", "C", "C", "O", "O", "C", "O", "O", "H", "H", "H", "H", "H", "H", "H", "H", "H", "H", "H", "H", "H", "H"],
  "xyz": [[0.94, -2.13, -1.39], [0.98, -1.98, 0.08], [2.24, -1.25, 0.58], [2.55, 0.02, -0.01], [3.70, 0.44, -0.62], [3.68, 1.84, -0.72], [2.47, 2.20, -0.25], [1.79, 1.22, 0.16], [-0.28, -1.56, 0.73], [-0.58, -1.59, 1.95], [-1.16, -0.89, -0.16], [-2.40, -0.50, 0.35], [-2.21, 0.79, 1.23], [-1.96, 2.08, 0.40], [-2.94, 2.74, 0.18], [-0.69, 2.27, -0.22], [-3.46, -0.36, -0.84], [-3.48, -1.01, -1.82], [-4.37, 0.52, -0.68], [0.43, -1.21, -1.72], [0.28, -2.97, -1.62], [1.20, -2.98, 0.52], [2.06, -1.07, 1.69], [3.11, -1.91, 0.45], [4.59, -0.02, -1.14], [4.57, 2.45, -0.99], [1.97, 3.12, -0.05], [-1.20, -1.18, -1.16], [-2.93, -1.22, 1.05], [-3.21, 0.84, 1.72], [-1.43, 0.51, 1.96], [-0.03, 1.60, 0.18], [-4.20, 1.18, 0.16]]
}

=====

[7]
{
  "formula": "C10H14N4SeSn",
  "method": "ωB97M-V with the def2-TZVPD basis set",
  "de_lowest_ev": 0.744,
  "e_lumo_ha": -0.2390,
  "total_charge": 2,
  "energy_ha": -3223.65002,
  "homo_lumo_gap_ha": 0.3159,
  "elements": ["Sn", "Se", "C", "N", "N", "C", "C", "C", "C", "C", "C", "C", "H", "H", "H", "H", "H", "N", "C", "C", "N", "H", "H", "H", "H", "H", "H", "H", "H", "H"],
  "xyz": [[-2.32, 1.06, -1.03], [-1.58, 2.97, 0.60], [-3.40, 3.25, 0.65], [-4.55, 3.35, 0.58], [-0.13, 0.36, -1.12], [0.85, 0.21, -1.72], [2.04, 0.03, -2.47], [3.17, 0.80, -2.16], [4.32, 0.62, -2.90], [4.34, -0.31, -3.94], [3.22, -1.07, -4.24], [2.06, -0.91, -3.51], [3.13, 1.52, -1.36], [5.20, 1.21, -2.68], [5.24, -0.44, -4.52], [3.25, -1.79, -5.04], [1.18, -1.50, -3.73], [-1.50, -0.80, 4.60], [-2.23, -1.14, 3.32], [-1.78, -0.24, 2.18], [-2.56, -0.47, 0.95], [-1.81, -1.39, 5.37], [-1.67, 0.17, 4.88], [-0.49, -0.92, 4.50], [-3.29, -1.01, 3.53], [-2.04, -2.20, 3.12], [-0.73, -0.40, 1.95], [-1.90, 0.81, 2.45], [-3.56, -0.36, 1.15], [-2.44, -1.41, 0.60]]
}

=====

[8]
{
  "formula": "C10H14NOP",
  "method": "ωB97M-V with the def2-TZVPD basis set",
  "de_lowest_ev": 5.239,
  "e_lumo_ha": 0.0174,
  "total_charge": 0,
  "energy_ha": -860.65974,
  "homo_lumo_gap_ha": 0.3245,
  "smiles": "[H]/N=C\\c1ccccc1.C/P=C/CO",
  "elements": ["H", "N", "C", "C", "C", "C", "C", "C", "C", "H", "H", "H", "H", "H", "H", "C", "P", "C", "C", "O", "H", "H", "H", "H", "H", "H", "H"],
  "xyz": [[-1.68, -0.08, -0.40], [-0.80, -0.28, 0.11], [-0.51, 0.70, 0.84], [-1.20, 2.01, 1.27], [-1.16, 2.43, 2.56], [-2.05, 3.44, 2.89], [-2.80, 4.09, 1.92], [-2.62, 3.78, 0.50], [-1.88, 2.66, 0.21], [0.32, 0.45, 1.51], [-0.66, 1.93, 3.45], [-2.19, 3.73, 3.96], [-3.42, 4.96, 2.09], [-3.19, 4.23, -0.26], [-2.04, 2.10, -0.70], [0.77, -3.08, 0.76], [1.73, -1.60, 0.13], [2.05, -2.18, -1.42], [2.96, -1.81, -2.52], [2.49, -2.10, -3.79], [0.68, -3.93, -0.10], [-0.12, -2.81, 1.14], [1.17, -3.59, 1.55], [1.43, -3.16, -1.58], [3.34, -0.79, -2.27], [3.89, -2.43, -2.49], [1.90, -1.43, -4.14]]
}